Record 1
{
  "formula": "C24H39Br4N3O2",
  "method": "the ωB97M-V functional and the def2-TZVPD basis",
  "smiles": "c1cc[nH]c1.c1cc[nH]c1.c1cc[nH]c1.C1CCOC1.C1CCOC1.BrCCBr.BrCCBr",
  "homo_energy_ev": -8.1,
  "charge": 0,
  "e_tot_ev": -314253.9955,
  "symbols": ["C", "C", "C", "N", "C", "H", "H", "H", "H", "H", "C", "C", "C", "N", "C", "H", "H", "H", "H", "H", "C", "C", "C", "N", "C", "H", "H", "H", "H", "H", "C", "C", "C", "O", "C", "H", "H", "H", "H", "H", "H", "H", "H", "C", "C", "C", "O", "C", "H", "H", "H", "H", "H", "H", "H", "H", "Br", "C", "C", "Br", "H", "H", "H", "H", "Br", "C", "C", "Br", "H", "H", "H", "H"],
  "positions_angstrom": [[-1.832, -3.493, -3.502], [-1.930, -4.094, -2.215], [-2.380, -3.143, -1.346], [-2.587, -1.993, -2.065], [-2.221, -2.187, -3.364], [-1.605, -3.970, -4.441], [-1.616, -5.106, -2.033], [-2.700, -3.204, -0.319], [-2.818, -1.082, -1.707], [-2.229, -1.376, -4.073], [-1.494, 2.247, 6.770], [-1.967, 3.585, 6.687], [-2.191, 3.847, 5.363], [-1.856, 2.730, 4.651], [-1.435, 1.744, 5.496], [-1.182, 1.776, 7.688], [-2.065, 4.266, 7.515], [-2.602, 4.703, 4.856], [-1.832, 2.674, 3.647], [-1.119, 0.787, 5.122], [-2.738, 2.831, -4.643], [-2.049, 2.229, -3.548], [-1.027, 1.489, -4.072], [-1.146, 1.519, -5.438], [-2.181, 2.346, -5.790], [-3.623, 3.443, -4.578], [-2.336, 2.294, -2.512], [-0.238, 0.911, -3.619], [-0.547, 1.017, -6.069], [-2.345, 2.525, -6.839], [0.358, 0.494, 0.910], [-0.992, 0.617, 0.211], [-2.020, 0.499, 1.369], [-1.328, 0.862, 2.548], [0.080, 0.905, 2.375], [1.081, 1.157, 0.443], [0.652, -0.554, 0.914], [-1.199, -0.110, -0.571], [-1.101, 1.631, -0.178], [-2.412, -0.516, 1.448], [-2.786, 1.258, 1.209], [0.592, 0.212, 3.042], [0.433, 1.924, 2.554], [4.476, 1.795, -1.084], [4.387, 2.981, -2.058], [5.844, 3.282, -2.423], [6.676, 2.611, -1.478], [5.874, 1.973, -0.507], [4.346, 0.863, -1.638], [3.682, 1.875, -0.345], [3.851, 3.842, -1.659], [3.853, 2.737, -2.980], [6.065, 4.349, -2.373], [6.059, 2.913, -3.427], [5.754, 2.677, 0.339], [6.334, 1.091, -0.067], [0.942, -5.571, -0.783], [1.404, -3.690, -0.926], [2.810, -3.363, -0.538], [4.151, -4.417, -1.451], [0.681, -3.175, -0.291], [1.112, -3.381, -1.929], [2.979, -3.458, 0.531], [3.007, -2.319, -0.788], [-0.438, -2.650, 2.329], [-1.636, -3.706, 3.442], [-2.792, -4.159, 2.594], [-3.921, -5.368, 3.578], [-2.021, -2.992, 4.166], [-1.090, -4.504, 3.928], [-2.457, -4.615, 1.662], [-3.401, -3.314, 2.278]],
  "forces_ev_per_a": [[-0.21, 0.27, 0.06], [0.32, -0.31, -0.65], [-0.42, 0.12, 0.15], [0.27, 0.39, -0.09], [0.06, -0.07, -0.23], [0.26, -0.05, 0.08], [-0.31, -0.03, 0.35], [0.23, 0.00, 0.06], [-0.14, -0.18, 0.16], [-0.17, 0.00, 0.01], [0.16, 0.22, 0.22], [0.11, -0.10, 0.05], [-0.02, 0.02, -0.13], [-0.13, 0.15, -0.12], [0.11, 0.10, 0.15], [-0.06, -0.23, -0.11], [-0.19, 0.04, -0.04], [0.12, 0.11, 0.08], [-0.14, -0.31, 0.08], [-0.02, -0.01, -0.03], [-0.48, -0.47, 0.20], [-0.08, 0.30, -0.08], [-0.08, -0.56, -0.22], [0.20, 0.28, 0.33], [0.58, -0.16, -0.37], [0.08, 0.12, -0.03], [0.24, 0.21, 0.07], [-0.12, -0.06, 0.13], [-0.01, 0.16, -0.04], [-0.31, 0.11, 0.07], [-0.47, -0.19, 0.29], [-0.72, 0.59, 0.75], [0.78, 0.35, -0.79], [-0.06, -0.03, 0.53], [0.29, 0.03, -1.05], [0.33, -0.34, 0.00], [0.47, 0.09, -0.28], [0.30, 0.00, -0.07], [0.09, -0.13, -0.32], [-0.22, 0.05, 0.11], [-0.45, -0.39, 0.12], [-0.18, 0.09, 0.27], [-0.03, -0.02, 0.20], [-0.14, 0.18, -0.68], [-0.18, -0.03, -0.63], [-0.10, 0.17, 0.30], [0.13, -0.60, -0.33], [-0.75, 1.02, 1.22], [0.15, -0.08, 0.12], [0.13, -0.21, 0.21], [0.26, 0.00, 0.34], [-0.11, -0.18, 0.14], [0.01, 0.03, -0.13], [0.23, 0.01, 0.02], [0.13, -0.13, -0.02], [0.22, -0.20, -0.53], [0.16, 0.01, 0.19], [-0.99, 0.07, -0.25], [0.14, 0.42, 0.19], [0.05, 0.08, -0.04], [0.24, -0.06, 0.25], [0.43, -0.21, -0.18], [-0.01, -0.30, -0.01], [0.02, -0.06, -0.12], [0.15, -0.18, 0.05], [-0.55, 0.61, 0.19], [0.17, 0.18, -0.90], [-0.06, -0.11, 0.03], [0.25, -0.17, 0.26], [0.13, -0.04, -0.15], [0.00, -0.44, 0.28], [-0.07, 0.04, 0.29]]
}

Record 2
{
  "formula": "C24H39CoN2OS2Si",
  "method": "the ωB97M-V functional and the def2-TZVPD basis",
  "homo_energy_ev": [-14.2, -14.2],
  "charge": 2,
  "e_tot_ev": -97711.3550,
  "symbols": ["Co", "C", "C", "N", "C", "C", "S", "C", "C", "N", "H", "H", "H", "H", "H", "H", "H", "H", "H", "H", "H", "H", "H", "H", "C", "S", "C", "H", "H", "H", "H", "H", "H", "C", "C", "C", "C", "Si", "O", "C", "C", "C", "C", "C", "C", "C", "C", "C", "C", "C", "C", "H", "H", "H", "H", "H", "H", "H", "H", "H", "H", "H", "H", "H", "H", "H", "H", "H", "H", "H"],
  "positions_angstrom": [[0.920, -1.181, -0.864], [-1.682, -1.937, -1.871], [-1.431, -0.463, -2.159], [0.023, -0.197, -2.272], [0.635, -0.381, -3.612], [1.024, -1.831, -3.862], [2.040, -2.377, -2.448], [1.340, -3.979, -1.983], [-0.144, -3.881, -1.673], [-0.534, -2.545, -1.108], [-1.816, -2.507, -2.787], [-2.602, -2.045, -1.297], [-1.794, 0.162, -1.346], [-1.950, -0.144, -3.065], [0.135, 0.785, -2.003], [1.525, 0.248, -3.651], [-0.047, -0.032, -4.389], [1.623, -1.913, -4.767], [0.166, -2.493, -3.965], [1.910, -4.255, -1.105], [1.550, -4.723, -2.751], [-0.419, -4.676, -0.980], [-0.729, -4.044, -2.574], [-0.831, -2.683, -0.143], [3.573, -0.857, 0.762], [2.121, -1.913, 0.984], [2.978, -3.501, 0.950], [4.206, -0.973, 1.640], [3.230, 0.169, 0.695], [4.122, -1.146, -0.133], [3.530, -3.662, 0.026], [2.259, -4.298, 1.129], [3.680, -3.483, 1.783], [2.206, 2.984, 1.190], [1.110, 2.406, 2.100], [1.779, 1.543, 3.179], [0.365, 3.583, 2.743], [-0.111, 1.381, 1.097], [0.758, 0.229, 0.223], [-1.056, 2.391, -0.169], [-0.407, 2.971, -1.271], [-1.112, 3.639, -2.263], [-2.495, 3.746, -2.173], [-3.157, 3.204, -1.081], [-2.446, 2.529, -0.096], [-1.353, 0.376, 2.072], [-2.086, -0.599, 1.385], [-3.066, -1.364, 1.997], [-3.343, -1.163, 3.343], [-2.643, -0.198, 4.048], [-1.664, 0.564, 3.420], [2.979, 3.467, 1.795], [1.810, 3.747, 0.518], [2.704, 2.219, 0.587], [2.534, 2.124, 3.717], [2.287, 0.677, 2.749], [1.068, 1.172, 3.918], [1.060, 4.179, 3.341], [-0.439, 3.266, 3.409], [-0.065, 4.243, 1.988], [0.679, 2.944, -1.336], [-0.586, 4.100, -3.090], [-3.049, 4.275, -2.937], [-4.232, 3.305, -0.997], [-2.984, 2.111, 0.748], [-1.913, -0.729, 0.324], [-3.632, -2.098, 1.433], [-4.109, -1.748, 3.835], [-2.860, -0.031, 5.095], [-1.141, 1.309, 4.005]],
  "forces_ev_per_a": [[-0.10, 0.27, 0.17], [-0.09, 0.15, 0.03], [0.02, -0.11, -0.05], [-0.02, 0.24, -0.07], [-0.02, -0.09, -0.03], [0.02, 0.07, -0.02], [-0.14, 0.14, 0.26], [-0.04, 0.07, -0.08], [0.01, -0.07, 0.01], [0.31, 0.12, 0.20], [0.04, 0.06, -0.03], [0.00, -0.06, 0.00], [0.03, 0.06, -0.06], [0.00, -0.04, -0.02], [0.01, 0.01, -0.01], [0.00, 0.00, 0.01], [0.00, 0.00, -0.01], [0.00, -0.02, 0.00], [-0.01, 0.03, 0.03], [0.07, -0.08, 0.05], [-0.04, 0.05, -0.06], [-0.02, 0.04, 0.04], [0.03, -0.05, 0.00], [-0.10, 0.05, -0.01], [0.02, -0.04, 0.01], [-0.03, 0.01, -0.06], [-0.03, 0.01, 0.03], [-0.01, -0.01, 0.00], [-0.02, 0.02, 0.00], [-0.01, 0.00, 0.00], [0.04, 0.02, 0.02], [0.00, 0.00, -0.01], [-0.01, -0.04, 0.01], [-0.04, 0.02, -0.08], [0.19, -0.05, 0.00], [-0.07, -0.06, 0.06], [-0.06, 0.06, 0.08], [0.00, 0.05, 0.02], [0.10, -0.59, -0.46], [-0.06, -0.06, -0.14], [0.14, 0.00, 0.04], [-0.05, -0.01, 0.00], [0.02, 0.03, 0.02], [-0.01, -0.04, -0.04], [0.01, 0.02, 0.05], [-0.09, -0.03, 0.07], [0.02, -0.03, -0.01], [0.03, 0.03, 0.04], [-0.02, -0.02, 0.01], [0.00, 0.00, 0.02], [0.09, -0.01, 0.03], [-0.05, -0.01, 0.04], [0.00, -0.04, -0.04], [-0.01, 0.01, -0.03], [-0.04, 0.05, -0.04], [0.00, -0.03, 0.01], [0.02, -0.02, -0.02], [0.01, -0.02, -0.03], [-0.01, 0.00, -0.01], [-0.03, 0.00, 0.00], [-0.02, -0.05, -0.01], [0.00, -0.01, 0.00], [0.00, -0.01, 0.00], [0.01, 0.01, 0.01], [0.00, 0.00, -0.01], [-0.01, -0.03, 0.09], [0.01, 0.01, 0.00], [0.01, 0.00, 0.00], [0.00, 0.00, -0.01], [-0.02, 0.00, -0.02]]
}

Record 3
{
  "formula": "C24H39MnN4S4Si4",
  "method": "the ωB97M-V functional and the def2-TZVPD basis",
  "homo_energy_ev": [-10.5, -10.5],
  "charge": 1,
  "multiplicity": 2,
  "e_tot_ev": -137650.3416,
  "s2": 0.8001,
  "symbols": ["Mn", "C", "S", "C", "S", "N", "N", "C", "C", "C", "C", "C", "C", "N", "H", "H", "H", "H", "H", "H", "H", "H", "S", "C", "N", "C", "C", "C", "C", "C", "C", "S", "H", "H", "H", "H", "C", "Si", "C", "C", "Si", "Si", "C", "C", "C", "Si", "C", "C", "C", "H", "H", "H", "H", "H", "H", "H", "H", "H", "H", "H", "H", "H", "H", "H", "H", "H", "H", "H", "H", "H", "H", "H", "H", "H", "H", "H"],
  "positions_angstrom": [[-0.940, -1.897, 0.169], [-2.604, 1.041, 4.643], [-1.833, -0.584, 4.581], [-1.560, -0.793, 2.875], [-0.820, -2.305, 2.461], [-1.948, 0.144, 2.063], [-1.668, -0.082, 0.712], [-2.071, 0.903, -0.007], [-1.823, 1.156, -1.414], [-2.564, 2.117, -2.012], [-2.355, 2.468, -3.399], [-1.188, 2.120, -3.954], [-0.165, 1.402, -3.143], [-0.816, 0.494, -2.167], [-2.797, 1.231, 5.697], [-3.540, 1.046, 4.091], [-1.936, 1.801, 4.248], [-2.624, 1.683, 0.511], [-3.314, 2.635, -1.428], [-3.102, 3.038, -3.933], [-0.929, 2.415, -4.964], [0.435, 0.781, -3.801], [0.418, -3.750, -0.377], [1.537, -2.611, 0.264], [1.025, -1.414, 0.419], [1.891, -0.535, 1.051], [1.614, 0.774, 1.434], [2.618, 1.504, 2.036], [3.881, 0.945, 2.262], [4.154, -0.363, 1.909], [3.141, -1.104, 1.311], [3.159, -2.782, 0.827], [0.626, 1.188, 1.276], [2.426, 2.522, 2.348], [4.650, 1.539, 2.735], [5.122, -0.801, 2.108], [2.854, -2.257, -2.913], [1.152, -2.037, -3.639], [1.296, -0.940, -5.154], [0.434, -3.665, -4.203], [-0.407, -1.158, -2.006], [1.127, 2.611, -2.365], [1.602, 3.795, -3.727], [0.422, 3.530, -0.900], [2.578, 1.534, -1.887], [-2.587, -2.467, -1.623], [-3.679, -1.426, -2.725], [-3.297, -2.542, 0.117], [-2.408, -4.182, -2.331], [3.469, -2.711, -3.696], [2.879, -2.920, -2.053], [3.312, -1.307, -2.637], [1.796, -1.550, -5.913], [1.922, -0.061, -4.993], [0.339, -0.624, -5.572], [1.167, -4.131, -4.868], [-0.482, -3.525, -4.780], [0.241, -4.355, -3.384], [0.768, 4.444, -3.999], [1.931, 3.271, -4.628], [2.425, 4.436, -3.403], [-0.481, 4.084, -1.164], [1.162, 4.253, -0.546], [0.187, 2.864, -0.068], [3.131, 1.231, -2.780], [2.266, 0.634, -1.351], [3.270, 2.069, -1.234], [-3.818, -0.418, -2.339], [-4.661, -1.905, -2.783], [-3.287, -1.357, -3.741], [-3.955, -1.699, 0.322], [-2.661, -2.680, 1.008], [-3.878, -3.469, 0.108], [-2.038, -4.189, -3.356], [-3.408, -4.626, -2.345], [-1.768, -4.822, -1.724]],
  "forces_ev_per_a": [[-0.39, 0.13, -0.11], [0.01, 0.01, 0.01], [0.03, 0.02, -0.02], [-0.15, -0.01, -0.12], [0.09, 0.14, -0.03], [0.06, -0.19, 0.18], [-0.05, 0.10, -0.06], [0.08, 0.01, -0.01], [-0.13, 0.04, 0.01], [0.06, -0.06, 0.08], [0.09, -0.05, -0.06], [-0.11, 0.06, 0.02], [0.05, 0.00, 0.02], [0.04, -0.24, 0.00], [0.00, 0.00, 0.00], [0.00, -0.01, -0.01], [0.00, -0.01, 0.00], [0.00, -0.01, 0.01], [0.00, -0.01, 0.00], [0.00, 0.00, 0.00], [-0.01, 0.00, 0.00], [0.03, -0.03, -0.02], [0.07, -0.04, -0.05], [0.04, 0.01, -0.06], [-0.03, 0.01, -0.30], [-0.05, 0.00, 0.08], [-0.04, 0.01, -0.01], [0.01, 0.00, -0.01], [-0.01, 0.02, 0.00], [0.01, -0.02, 0.00], [0.00, 0.03, 0.02], [-0.05, 0.00, -0.01], [0.06, -0.04, 0.02], [0.00, 0.00, 0.00], [0.00, 0.00, 0.00], [0.00, 0.00, 0.00], [-0.02, 0.06, -0.02], [-0.01, -0.01, -0.01], [0.01, -0.04, 0.00], [0.01, -0.01, 0.01], [0.13, 0.02, 0.31], [0.01, 0.02, -0.01], [-0.03, 0.01, 0.02], [0.02, -0.01, 0.00], [-0.01, 0.00, -0.02], [0.05, 0.00, 0.11], [0.08, -0.01, 0.04], [-0.03, -0.08, -0.13], [0.01, 0.04, -0.01], [0.01, 0.03, -0.01], [-0.03, -0.05, 0.03], [0.00, 0.00, 0.03], [-0.01, 0.01, -0.01], [0.00, 0.01, 0.01], [-0.01, -0.01, 0.01], [0.01, 0.02, 0.00], [0.01, 0.00, -0.01], [0.03, 0.01, 0.00], [0.01, 0.00, 0.00], [0.00, -0.01, 0.00], [0.01, 0.00, 0.00], [0.00, 0.00, -0.01], [0.00, 0.00, 0.01], [-0.01, 0.03, -0.04], [0.00, -0.02, 0.00], [0.00, 0.00, 0.00], [0.00, -0.01, 0.01], [0.00, 0.04, 0.00], [0.02, -0.02, 0.01], [0.01, 0.00, 0.00], [0.03, 0.02, -0.03], [0.05, 0.01, 0.08], [0.01, -0.01, 0.02], [-0.05, 0.02, 0.08], [-0.02, 0.01, 0.01], [-0.02, 0.00, -0.02]]
}